No. 1
C10H18F6HfNO5S2Se2Te | wB97M-V/def2-TZVPD

XYZ file:
```
46
C10H18F6HfNO5S2Se2Te | the Open Molecules 2025 dataset | wB97M-V/def2-TZVPD
Hf -0.727 -0.677 -0.026
F -0.070 3.645 2.833
C -1.106 3.252 2.126
F -2.237 3.494 2.746
F -1.097 3.811 0.928
S -0.961 1.423 1.849
O 0.293 1.170 1.113
O -2.068 0.975 0.954
N -1.090 0.802 3.273
S -1.411 -0.780 3.238
O -1.158 -1.435 4.461
O -0.773 -1.353 2.012
C -3.257 -0.984 2.846
F -3.887 0.156 3.048
F -3.716 -1.920 3.645
F -3.390 -1.368 1.583
C 2.238 1.072 -2.607
Se 1.078 -0.451 -2.279
C -0.096 -0.190 -3.801
C -1.092 0.917 -3.533
Se -2.347 0.541 -2.098
C -2.852 2.393 -1.817
H 2.685 0.900 -3.583
H 3.017 1.073 -1.849
H 1.714 2.024 -2.586
H -0.545 -1.159 -4.005
H 0.535 0.097 -4.643
H -1.686 1.148 -4.417
H -0.562 1.818 -3.224
H -1.998 3.014 -1.555
H -3.588 2.417 -1.018
H -3.310 2.738 -2.742
Te -1.431 -2.771 -1.367
C 3.099 -2.906 1.131
C 3.671 -1.584 0.621
C 2.506 -0.643 0.830
O 1.342 -1.443 0.489
C 1.657 -2.871 0.651
H 3.148 -2.945 2.219
H 3.621 -3.774 0.734
H 3.919 -1.654 -0.440
H 4.555 -1.262 1.168
H 2.506 0.239 0.194
H 2.418 -0.323 1.870
H 1.513 -3.333 -0.323
H 0.941 -3.293 1.352
```

Output
E_HOMO, Eh: -0.38597
Charge: +1
Energy above the lowest of the compared OMol25 structures with the same formula, charge and spin, kJ/mol: 0.00



No. 2
C6H13NO3 | wB97M-V/def2-TZVPD

XYZ file:
```
23
C6H13NO3 | the Open Molecules 2025 dataset | wB97M-V/def2-TZVPD
C -0.764 -1.723 1.933
C -0.436 -1.306 0.512
C 0.748 -0.377 0.380
C 2.002 -0.910 0.989
C 1.005 -0.075 -1.126
C -0.228 0.786 -1.553
O -0.097 1.459 -0.305
O -2.934 3.153 -2.121
N -2.351 3.944 -1.445
O -2.464 5.153 -1.204
H -1.624 -2.399 1.934
H 0.091 -2.254 2.361
H -1.006 -0.874 2.584
H -0.152 -2.155 -0.107
H -1.323 -0.857 0.034
H 0.499 0.579 0.898
H 2.219 -1.798 0.397
H 2.791 -0.163 0.844
H 1.916 -1.132 2.054
H 1.882 0.549 -1.129
H 1.378 -1.004 -1.671
H -0.010 1.259 -2.521
H -1.142 0.145 -1.737
```

Output
E_HOMO (alpha / beta), Eh: -0.37036 / -0.36775
Energy above the lowest of the compared OMol25 structures with the same formula, charge and spin, kJ/mol: 832.02



No. 3
C64H156BClF4N8O6 | wB97M-V/def2-TZVPD

XYZ file:
```
240
C64H156BClF4N8O6 | the Open Molecules 2025 dataset | wB97M-V/def2-TZVPD
C -0.056 11.690 11.044
C -1.463 11.161 11.067
N -2.423 11.552 12.165
C -3.809 11.081 11.826
C -2.003 10.963 13.515
C -2.136 9.496 13.595
C -2.465 13.080 12.413
C -3.073 13.992 11.336
O -2.520 13.801 10.112
C -3.284 14.254 8.961
H 0.681 11.481 10.269
H 0.497 11.215 11.854
H 0.110 12.712 11.385
H -1.523 10.073 11.091
H -2.035 11.523 10.212
H -3.773 10.008 11.636
H -4.166 11.515 10.893
H -4.498 11.371 12.619
H -2.640 11.559 14.170
H -1.025 11.397 13.722
H -2.092 9.223 14.649
H -1.320 8.943 13.131
H -3.113 9.132 13.278
H -1.508 13.435 12.796
H -3.159 13.191 13.245
H -2.899 15.028 11.625
H -4.158 13.888 11.359
H -3.269 15.340 9.052
H -4.297 13.861 9.046
H -2.810 14.028 8.006
C -8.924 15.182 19.213
C -9.253 16.689 19.464
N -8.288 17.635 18.577
C -8.702 17.571 17.096
C -8.341 19.093 19.034
C -9.696 19.776 19.503
C -6.769 17.247 18.584
C -5.953 17.414 19.942
O -6.692 16.854 20.893
C -6.566 17.333 22.190
H -7.985 14.943 19.712
H -8.825 14.863 18.175
H -9.731 14.616 19.679
H -9.185 17.014 20.502
H -10.254 16.902 19.089
H -8.527 16.577 16.685
H -7.923 18.180 16.637
H -9.723 17.918 16.936
H -7.735 19.630 18.304
H -7.789 19.019 19.971
H -10.251 19.134 20.186
H -10.369 19.943 18.663
H -9.596 20.788 19.896
H -6.327 17.966 17.894
H -6.781 16.229 18.196
H -5.749 18.480 20.036
H -5.027 16.844 19.865
H -6.415 18.403 22.333
H -5.755 16.866 22.749
H -7.438 17.134 22.813
C -0.169 11.601 18.149
C -1.100 12.800 17.786
N -2.328 13.000 18.750
C -3.196 14.084 18.043
C -3.077 11.704 18.873
C -3.416 11.168 17.439
C -1.869 13.438 20.185
C -2.973 14.141 21.024
O -4.073 13.328 21.034
C -5.133 13.728 21.859
H 0.664 11.556 17.447
H -0.485 10.565 18.033
H 0.429 11.767 19.045
H -1.576 12.600 16.826
H -0.547 13.738 17.732
H -2.668 15.034 17.958
H -4.081 14.213 18.667
H -3.531 13.780 17.051
H -3.999 11.908 19.419
H -2.595 10.989 19.540
H -3.926 10.241 17.701
H -2.544 10.845 16.869
H -4.142 11.718 16.840
H -1.068 14.150 19.990
H -1.411 12.625 20.749
H -3.222 15.147 20.686
H -2.611 14.244 22.047
H -5.368 14.785 21.734
H -4.840 13.591 22.900
H -6.015 13.100 21.734
C 0.977 18.709 15.282
C -0.211 19.071 14.422
N -1.558 18.817 15.084
C -2.630 19.362 13.987
C -1.672 17.252 15.307
C -3.048 16.548 15.176
C -1.822 19.549 16.393
C -1.728 21.053 16.515
O -0.309 21.345 16.447
C -0.122 22.636 17.056
H 0.849 18.705 16.364
H 1.925 19.173 15.011
H 1.326 17.677 15.228
H -0.229 18.780 13.372
H -0.264 20.115 14.110
H -2.369 18.764 13.114
H -2.302 20.361 13.697
H -3.681 19.373 14.277
H -1.083 16.933 16.167
H -1.107 16.929 14.433
H -3.700 17.008 15.919
H -3.044 15.462 15.273
H -3.455 16.669 14.172
H -1.132 19.043 17.068
H -2.827 19.293 16.729
H -2.336 21.409 17.347
H -2.162 21.546 15.645
H -0.937 23.246 16.666
H 0.863 23.058 16.852
H -0.245 22.460 18.124
C -0.296 6.298 14.960
C 0.545 6.576 16.218
N 2.090 6.938 16.001
C 2.725 7.176 17.405
C 2.836 5.797 15.280
C 4.359 5.885 15.180
C 2.194 8.138 15.062
C 1.395 9.445 15.560
O 1.616 10.429 14.627
C 2.672 11.362 14.898
H -1.311 6.670 15.102
H -0.427 5.269 14.624
H 0.129 6.844 14.118
H 0.548 5.749 16.928
H 0.092 7.351 16.836
H 2.187 7.967 17.927
H 3.768 7.427 17.212
H 2.706 6.258 17.992
H 2.395 5.786 14.283
H 2.440 4.831 15.593
H 4.855 5.857 16.150
H 4.620 6.843 14.729
H 4.841 5.107 14.588
H 1.913 7.925 14.031
H 3.224 8.495 15.063
H 1.587 9.846 16.555
H 0.337 9.185 15.529
H 2.548 11.861 15.859
H 2.834 11.981 14.016
H 3.600 10.792 14.949
C 2.908 13.816 19.605
C 3.141 14.245 18.160
N 3.830 15.655 17.960
C 2.982 16.688 18.732
C 5.281 15.700 18.505
C 6.116 16.935 18.287
C 3.768 16.184 16.491
C 4.371 15.275 15.404
O 5.740 15.137 15.603
C 6.219 14.057 14.739
H 3.644 14.174 20.324
H 2.716 12.743 19.590
H 2.022 14.378 19.898
H 2.187 14.248 17.634
H 3.859 13.657 17.589
H 3.061 17.633 18.195
H 3.231 16.741 19.792
H 1.935 16.483 18.510
H 5.690 14.893 17.896
H 5.164 15.356 19.532
H 6.233 16.963 17.204
H 7.020 16.845 18.889
H 5.642 17.854 18.632
H 4.278 17.138 16.354
H 2.700 16.197 16.272
H 4.368 15.719 14.408
H 3.805 14.345 15.456
H 7.303 14.050 14.856
H 5.804 14.178 13.738
H 5.873 13.079 15.074
C -11.780 10.144 25.177
C -10.845 11.063 24.345
C -10.493 12.243 25.210
N -9.965 13.465 24.554
C -8.749 13.092 23.797
C -9.672 14.508 25.605
C -9.613 15.902 24.819
C -10.392 15.687 23.518
C -11.058 14.280 23.726
H -11.574 10.124 26.247
H -11.831 9.148 24.738
H -12.786 10.520 25.362
H -11.426 11.364 23.473
H -10.042 10.401 24.024
H -9.980 11.968 26.131
H -11.447 12.666 25.526
H -9.289 12.506 23.054
H -8.149 12.365 24.345
H -8.130 13.768 23.207
H -8.666 14.298 25.970
H -10.404 14.671 26.396
H -8.558 16.094 24.619
H -9.932 16.779 25.382
H -9.676 15.630 22.699
H -11.047 16.553 23.429
H -11.216 13.685 22.826
H -12.030 14.332 24.215
C -8.069 7.203 25.955
C -6.779 7.749 25.435
C -6.954 8.507 24.063
N -5.573 8.813 23.378
C -4.610 9.711 24.183
C -4.875 7.476 23.060
C -4.131 7.779 21.754
C -4.458 9.216 21.213
C -5.749 9.426 21.938
H -7.935 6.906 26.995
H -8.404 6.393 25.307
H -8.852 7.940 26.134
H -6.108 6.897 25.326
H -6.091 8.314 26.064
H -7.385 9.507 24.085
H -7.537 7.909 23.363
H -3.630 9.860 23.729
H -4.642 9.504 25.253
H -4.892 10.762 24.231
H -4.304 7.398 23.985
H -5.624 6.702 22.895
H -3.043 7.722 21.771
H -4.474 7.063 21.008
H -3.795 10.059 21.405
H -4.625 9.233 20.135
H -6.302 10.365 21.909
H -6.649 8.888 21.642
Cl 0.233 14.411 15.041
B 1.221 12.988 23.325
F 0.961 11.962 24.288
F 0.006 13.345 22.804
F 1.767 14.082 23.974
F 1.893 12.504 22.213
```

Output
E_HOMO, Eh: -0.67704
Charge: +6
Energy above the lowest of the compared OMol25 structures with the same formula, charge and spin, kJ/mol: 317.27



No. 4
C5H5ClF2 | wB97M-V/def2-TZVPD

XYZ file:
```
13
C5H5ClF2 | the Open Molecules 2025 dataset | wB97M-V/def2-TZVPD
C 1.161 -0.545 -1.286
C 0.302 0.189 -0.633
C -0.879 -0.395 0.020
F -1.046 -1.845 0.058
C -1.480 0.190 1.224
C -2.292 0.351 0.011
F -2.296 1.579 -0.600
Cl -3.813 -0.396 -0.212
H 1.918 -0.204 -1.875
H 0.954 -1.629 -1.034
H 0.424 1.311 -0.407
H -1.913 -0.626 1.823
H -0.901 1.014 1.711
```

Output
SMILES string: C=C[C@@]1(F)C[C@]1(F)Cl
E_HOMO, Eh: -0.35113
Energy above the lowest of the compared OMol25 structures with the same formula, charge and spin, kJ/mol: 216.48



No. 5
C5H8N2 | wB97M-V/def2-TZVPD

XYZ file:
```
15
C5H8N2 | the Open Molecules 2025 dataset | wB97M-V/def2-TZVPD
C -2.676 0.076 0.015
C -1.090 -0.090 0.055
C -0.420 1.054 -0.228
N 0.945 0.918 -0.235
C 1.385 -0.349 0.071
N 2.773 -0.586 0.070
C 0.410 -1.244 0.314
H -3.181 -0.501 -0.772
H -3.194 -0.158 0.953
H -2.997 1.128 -0.201
H -0.818 2.053 -0.461
H 1.601 1.667 -0.334
H 3.280 -0.634 0.938
H 3.195 -1.033 -0.728
H 0.787 -2.301 0.542
```

Output
E_HOMO, Eh: -0.29751
Energy above the lowest of the compared OMol25 structures with the same formula, charge and spin, kJ/mol: 287.47



No. 6
C39H51As2N3O2Sn | wB97M-V/def2-TZVPD

XYZ file:
```
98
C39H51As2N3O2Sn | the Open Molecules 2025 dataset | wB97M-V/def2-TZVPD
Sn 0.010 -0.118 0.350
C 4.034 -0.978 1.155
C 2.701 -1.519 1.622
C 2.136 -2.633 0.983
C 2.953 -3.359 -0.066
C 0.869 -3.095 1.371
C 0.228 -4.293 0.701
C 0.196 -2.468 2.432
C -1.115 -3.034 2.939
C 0.771 -1.361 3.075
C 0.017 -0.658 4.186
C 2.041 -0.908 2.692
C 2.708 0.224 3.443
H 4.211 -1.207 0.107
H 4.866 -1.405 1.725
H 4.085 0.104 1.266
H 2.992 -2.814 -1.015
H 2.577 -4.358 -0.265
H 3.985 -3.469 0.268
H 0.591 -4.440 -0.312
H -0.856 -4.181 0.642
H 0.429 -5.215 1.254
H -1.986 -2.607 2.426
H -1.242 -2.847 4.004
H -1.159 -4.113 2.800
H -1.059 -0.663 4.003
H 0.330 0.380 4.280
H 0.181 -1.140 5.155
H 2.457 1.206 3.019
H 3.791 0.129 3.414
H 2.418 0.229 4.492
C 4.077 -0.196 -2.776
As 2.366 0.353 -2.037
C 2.766 2.264 -1.856
C 1.242 0.295 -3.643
C 1.721 -0.307 -4.807
C 0.904 -0.475 -5.919
C -0.412 -0.041 -5.883
C -0.905 0.557 -4.730
C -0.093 0.721 -3.609
As -0.827 1.559 -2.012
C -0.640 3.430 -2.507
C -2.748 1.382 -2.284
H 4.084 -1.253 -3.033
H 4.822 -0.024 -2.002
H 4.324 0.402 -3.651
H 2.781 2.749 -2.830
H 3.752 2.351 -1.398
H 2.048 2.748 -1.197
H 2.744 -0.650 -4.859
H 1.301 -0.940 -6.813
H -1.053 -0.157 -6.749
H -1.931 0.902 -4.718
H -0.993 3.517 -3.533
H 0.390 3.762 -2.441
H -1.261 4.038 -1.851
H -3.081 2.075 -3.055
H -3.248 1.626 -1.348
H -3.010 0.366 -2.573
C -0.584 -3.313 -3.145
C -0.065 -2.447 -2.174
N -0.826 -1.800 -1.312
C -2.164 -2.003 -1.349
C -2.772 -2.849 -2.276
C -1.937 -3.507 -3.198
C -4.200 -3.028 -2.254
C -4.957 -2.401 -1.335
C -4.355 -1.530 -0.361
C -5.105 -0.865 0.624
C -4.476 -0.047 1.526
C -3.090 0.119 1.433
N -2.359 -0.494 0.513
C -2.974 -1.323 -0.371
H 0.087 -3.810 -3.834
H 1.001 -2.274 -2.101
H -2.376 -4.165 -3.940
H -4.651 -3.687 -2.987
H -6.031 -2.541 -1.311
H -6.180 -1.009 0.661
H -5.028 0.468 2.300
H -2.554 0.773 2.110
O 0.953 3.295 1.013
C -0.074 2.941 1.620
O -0.677 1.835 1.522
C -0.669 3.956 2.611
N 0.222 5.181 2.517
C 0.796 5.460 3.882
C 0.805 4.082 4.521
C -0.540 3.497 4.071
H -1.686 4.203 2.322
H -0.234 5.989 2.102
H 0.939 4.831 1.842
H 0.110 6.127 4.398
H 1.763 5.943 3.780
H 0.905 4.141 5.602
H 1.637 3.489 4.132
H -1.351 3.908 4.674
H -0.586 2.412 4.135
```

Output
E_HOMO, Eh: -0.46172
Charge: +2